C50H85F3NO25PSi2 | wB97M-V/def2-TZVPD

E_tot	-139093.8399	eV
net charge	0

Positions of all 167 atoms, in Å:
C: 3.83212 1.07497 3.09799
C: 3.78435 1.68281 1.79779
C: 2.48907 2.29157 1.06256
Si: 1.78850 1.13760 -0.34753
C: 0.52235 2.23526 -1.31506
C: 0.48392 3.78353 -0.85124
C: -0.36278 4.02745 0.53773
C: 0.35739 5.16835 1.48274
O: 1.10345 -0.26904 0.39919
Si: 0.79962 -1.58538 -0.66804
C: 2.19769 -2.88459 -0.82928
C: 3.30138 -2.87318 0.34351
C: 4.47712 -1.78111 0.20810
C: 4.77032 -1.23665 -1.28015
C: 5.91628 -2.35195 0.77543
C: 6.83481 -1.01218 1.04686
C: 8.04979 -0.86658 -0.02684
C: 8.12250 0.13368 -1.08532
C: 8.56492 1.68990 -0.81955
C: 7.72909 -0.18953 -2.64315
P: -0.94260 -2.68023 0.23645
N: -1.17773 -2.00401 1.71025
C: 0.22671 -1.14343 -2.44760
F: -0.95373 -0.28397 -2.50844
F: -0.22999 -2.41166 -3.04410
F: 1.28600 -0.69068 -3.34160
H: 4.83176 1.03534 3.68079
H: 2.92005 0.58429 3.59360
H: 4.79405 1.75793 1.21876
H: 2.81313 3.33278 0.64274
H: 1.64382 2.37378 1.84432
H: 2.91117 0.89330 -1.24774
H: -0.53328 1.79580 -1.06143
H: 0.63105 2.09457 -2.47043
H: -0.13770 4.34918 -1.66599
H: 1.51336 4.31078 -0.83860
H: -1.43699 4.40906 0.31704
H: -0.37102 3.06583 1.20338
H: -0.08106 6.21890 1.29762
H: 1.51146 5.12180 1.40501
H: 0.10995 4.91458 2.59792
H: 2.61511 -2.81061 -1.90470
H: 1.67507 -3.93185 -0.77963
H: 2.77306 -2.74052 1.37699
H: 3.80660 -3.92610 0.40478
H: 4.21401 -0.89502 0.89311
H: 5.38649 -0.25007 -1.17856
H: 5.33222 -2.06334 -1.85603
H: 3.84152 -0.96406 -1.90103
H: 6.37069 -3.00056 -0.07878
H: 5.72560 -2.93887 1.75287
H: 6.19710 -0.03997 0.92226
H: 7.19797 -0.98757 2.15404
H: 8.90886 -1.64620 0.02307
H: 7.91485 2.41551 -1.46685
H: 9.65873 1.86369 -1.19344
H: 8.46607 2.00218 0.28276
H: 6.68938 0.28119 -2.90001
H: 8.47399 0.29671 -3.39087
H: 7.60076 -1.32555 -2.78969
H: -2.11978 -2.39164 -0.56037
H: -0.71139 -4.10823 0.25811
H: -1.10532 -2.72963 2.42343
C: -3.52203 -7.44262 4.09399
C: -2.34498 -6.74161 3.44924
C: -1.61979 -5.80943 4.37405
O: -1.07876 -4.84709 3.47855
C: -1.89682 -4.82508 2.38985
O: -1.84751 -3.98713 1.51720
O: -2.78112 -5.86583 2.41570
H: -3.99840 -8.11687 3.37694
H: -3.20921 -8.02449 4.96444
H: -4.28749 -6.72485 4.40219
H: -1.66372 -7.47722 3.00644
H: -0.82367 -6.31056 4.92836
H: -2.27762 -5.29501 5.08223
C: -3.45475 -5.08900 -0.61589
C: -4.37759 -5.80221 -1.58140
C: -3.98457 -5.64011 -3.01974
O: -5.22947 -5.76402 -3.69370
C: -6.19109 -5.36762 -2.81223
O: -7.34029 -5.16304 -3.10517
O: -5.67953 -5.22821 -1.55528
H: -3.78316 -5.25631 0.41207
H: -2.42572 -5.44337 -0.71507
H: -3.47576 -4.00817 -0.77691
H: -4.46695 -6.85975 -1.30709
H: -3.28846 -6.41402 -3.34986
H: -3.55986 -4.65725 -3.24997
C: 6.38728 -5.59156 6.37555
C: 5.57429 -4.46513 5.77313
C: 5.55082 -4.47579 4.27322
O: 5.36345 -3.10316 3.95863
C: 5.88140 -2.39075 5.00091
O: 6.06620 -1.20331 4.98811
O: 6.16721 -3.20431 6.05917
H: 6.35360 -5.53899 7.46727
H: 6.00737 -6.56706 6.06188
H: 7.44072 -5.51220 6.09252
H: 4.56048 -4.46636 6.18975
H: 4.73107 -5.07777 3.87522
H: 6.49078 -4.81143 3.82214
C: -7.24577 -3.73856 -5.74739
C: -8.14231 -2.88134 -6.61511
C: -9.58552 -3.28572 -6.57162
O: -10.05962 -2.86767 -7.84472
C: -8.98591 -2.88127 -8.68429
O: -9.05576 -2.76787 -9.88121
O: -7.82214 -3.04502 -7.99285
H: -6.21217 -3.38596 -5.80948
H: -7.56066 -3.71098 -4.70296
H: -7.24124 -4.77707 -6.08992
H: -8.01472 -1.82301 -6.36017
H: -10.13354 -2.78349 -5.77183
H: -9.73529 -4.36672 -6.48170
C: -10.64363 -1.01409 -12.01209
C: -11.45390 -2.08416 -12.71122
C: -10.64298 -2.94673 -13.63162
O: -11.60312 -3.35261 -14.59762
C: -12.55694 -2.37833 -14.63298
O: -13.41777 -2.29841 -15.46942
O: -12.40420 -1.50262 -13.59768
H: -11.28506 -0.43022 -11.34589
H: -9.83469 -1.45127 -11.42189
H: -10.21808 -0.30818 -12.73147
H: -11.99950 -2.68568 -11.97531
H: -10.21875 -3.81389 -13.12138
H: -9.83979 -2.40672 -14.14413
C: 0.51152 7.94599 6.80523
C: 0.56589 7.10436 5.54771
C: 1.36037 5.84138 5.70204
O: 1.82188 5.60542 4.37920
C: 1.88360 6.82098 3.76461
O: 2.41314 7.02239 2.70030
O: 1.27182 7.78311 4.51489
H: -0.09201 8.84174 6.63375
H: 0.07741 7.38778 7.63757
H: 1.50919 8.29279 7.09071
H: -0.44834 6.89806 5.18766
H: 0.75007 5.00762 6.05178
H: 2.22993 5.94765 6.36059
C: 3.20425 8.94766 -3.28994
C: 2.64375 8.27551 -2.05431
C: 2.25147 6.84428 -2.27379
O: 1.21990 6.65804 -1.31574
C: 0.66120 7.88375 -1.10140
O: -0.36118 8.06931 -0.49636
O: 1.41193 8.87277 -1.66835
H: 3.48473 9.98002 -3.06330
H: 4.08620 8.42090 -3.66277
H: 2.45573 8.99613 -4.08599
H: 3.34611 8.37482 -1.21888
H: 3.07795 6.15442 -2.08946
H: 1.84074 6.64988 -3.27042
C: 2.26085 6.23381 11.38230
C: 1.46036 5.16167 10.67361
C: 2.27936 4.31392 9.74607
O: 1.32318 3.90803 8.77664
C: 0.36152 4.87361 8.74946
O: -0.49997 4.95325 7.91272
O: 0.50586 5.74194 9.79191
H: 1.61395 6.80623 12.05280
H: 3.07367 5.79929 11.96939
H: 2.68011 6.94890 10.66875
H: 0.91978 4.54916 11.40417
H: 2.71114 3.44614 10.24890
H: 3.07790 4.86529 9.23837

Forces on atoms 1 to 6 (eV/Å):
0.235 1.052 -2.555
0.117 -0.999 2.285
0.897 -0.954 0.939
-0.567 1.933 1.474
-1.438 -0.343 -0.089
-1.398 0.514 -0.726

Mulliken population analysis, charges in e, atoms 1 to 4: -0.7356, -0.4070, 0.0762, 0.4389

***

C2H4N2OS | wB97M-V/def2-TZVPD

E_tot	-17997.8304	eV
energy relative to the best compared isomer or geometry (same formula, charge and spin)	111.4	kcal per mole
net charge	0
SMILES	[H]/N=C\NOC=S

Positions of all 10 atoms, in Å:
H: 0.09189 1.83356 2.42798
N: -0.46767 0.97984 2.40874
C: -0.39651 0.17367 1.35297
N: 0.28487 0.32743 0.16627
O: -0.26696 -0.20704 -1.14015
C: 0.39840 -1.03368 -1.81127
S: -0.12156 -1.30079 -3.41331
H: -1.13809 -0.62300 1.54586
H: 0.40630 1.28150 -0.15508
H: 1.20934 -1.43149 -1.38201

Forces on atoms 1 to 6 (eV/Å):
0.169 -0.125 -0.576
0.809 -1.870 -2.535
-2.703 1.945 3.473
1.114 -0.231 -1.937
-2.766 2.746 3.689
-1.975 -0.648 -5.722

natural (NBO) population analysis, charges in e, atoms 1 to 4: 0.3363, -0.6525, 0.2233, -0.3463

***

C3H2O3S | wB97M-V/def2-TZVPD

E_tot	-20118.1501	eV
energy relative to the best compared isomer or geometry (same formula, charge and spin)	77.1	kcal per mole
net charge	0

Positions of all 9 atoms, in Å:
C: -1.19401 -1.10536 -0.03764
C: -1.47123 1.12901 -0.17153
C: -0.26757 -0.02562 -0.29707
O: -1.06782 -2.25265 0.17178
O: -1.48799 2.26166 0.11089
O: -3.98015 -0.12493 0.49653
S: -2.74115 -0.11179 -0.32490
H: 0.59613 -0.04153 0.38541
H: 0.23339 -0.19118 -1.36757

Forces on atoms 1 to 6 (eV/Å):
-0.838 -0.623 0.488
1.986 -1.749 0.854
1.115 1.460 -3.068
-0.053 -0.960 0.283
0.133 1.023 -0.102
0.884 0.044 -0.316

natural (NBO) population analysis, charges in e, atoms 1 to 4: 0.4077, 0.3780, -0.6516, -0.4525

***

C5H12NO | wB97M-V/def2-TZVPD

E_tot	-8908.6417	eV
energy relative to the best compared isomer or geometry (same formula, charge and spin)	45.8	kcal per mole
net charge	+1
SMILES	CC(C)[C@@H]([NH3+])C=O

Positions of all 19 atoms, in Å:
C: 1.23087 -1.44728 0.66684
C: 0.88001 -0.30151 -0.28054
C: 1.17350 1.13011 0.20786
C: -0.68326 -0.23637 -0.66071
N: -1.49584 -0.08626 0.63417
C: -1.20078 0.82614 -1.59762
O: -2.34497 1.29774 -1.54964
H: 2.32104 -1.87951 0.55250
H: 1.09664 -1.26945 1.83429
H: 0.35509 -2.14202 0.43426
H: 1.34043 -0.60729 -1.18733
H: 0.43004 1.48527 1.01270
H: 2.07856 1.17488 0.79308
H: 1.23263 1.90827 -0.58827
H: -0.98713 -1.31181 -0.98695
H: -2.29959 0.52215 0.30686
H: -0.91555 0.35833 1.35407
H: -1.83441 -0.97483 0.98622
H: -0.37730 1.55345 -1.93181

Forces on atoms 1 to 6 (eV/Å):
-0.794 -1.020 2.172
-1.753 1.773 0.366
-0.120 0.597 0.772
0.110 -4.149 0.963
-0.479 0.784 -1.120
-0.295 4.229 0.989

natural (NBO) population analysis, charges in e, atoms 1 to 4: -0.6355, -0.2329, -0.6295, -0.1527

***

One value per record, in order, for Kohn-Sham gap: 6.637, 9.056, 8.700, 10.621 eV.